1.
Entry from the Open Molecules 2025 dataset: C20H28BaN5O4PSe4 as an isolated structure in a non-equilibrium geometry (the ωB97M-V functional and the def2-TZVPD basis).

```
! wB97M-V def2-TZVPD RIJCOSX def2/J DEFGRID3
* xyz -2 1
Ba -0.618 0.025 -0.052
Se -1.084 -1.950 -4.481
Se -2.157 -1.333 -2.476
Se -3.928 0.178 -2.845
Se 0.536 -0.320 -4.955
P -3.347 0.785 1.235
O 2.061 -2.446 4.460
O -0.547 2.095 0.801
O -0.075 4.320 0.616
O -0.816 -1.782 1.573
N -1.314 2.038 -1.820
N -0.731 3.178 -1.221
N 1.237 -1.219 2.530
N 1.408 -0.420 1.410
N 1.763 0.842 -0.949
C -0.513 -4.739 5.596
C -5.210 2.988 1.080
C 2.470 1.272 0.117
C -1.532 -4.504 4.667
C -0.110 -2.883 3.564
C -4.862 -0.251 1.132
C -4.593 -1.740 1.417
C 2.303 0.474 1.387
C -2.580 0.258 3.917
C 2.736 2.576 -2.277
C -0.433 3.233 0.158
C 0.895 -3.113 4.508
C 1.908 1.464 -2.125
C 0.079 -1.910 2.450
C 3.305 2.364 0.039
C 0.688 -4.053 5.521
C -3.963 2.344 0.468
C -1.312 -3.578 3.658
C 3.425 3.035 -1.174
C -3.273 1.287 3.011
H 1.488 -4.222 6.235
H 2.937 0.688 2.247
H 1.978 -1.828 3.683
H -6.064 2.304 1.067
H -5.474 -2.350 1.196
H -3.117 -0.694 3.953
H -2.474 -5.033 4.729
H -4.142 2.078 -0.580
H -3.128 3.051 0.482
H -4.277 1.516 3.377
H -5.502 3.882 0.518
H -2.312 2.134 -1.982
H 2.819 3.055 -3.244
H -5.048 3.300 2.118
H -3.773 -2.120 0.804
H -2.063 -3.365 2.904
H -5.196 -0.144 0.095
H 1.357 1.039 -2.974
H -0.851 4.078 -1.652
H 4.061 3.910 -1.240
H -2.497 0.626 4.945
H -4.321 -1.916 2.463
H -0.659 -5.467 6.388
H -5.648 0.137 1.788
H -1.567 0.035 3.571
H -2.697 2.217 3.019
H 3.834 2.700 0.923
H -0.883 1.837 -2.719
*
```

ΔE to the lowest compared entry with this formula, charge and spin: 70.0 kJ/mol
E_HOMO: -0.98 eV
LUMO level: 4.1 eV

2.
Entry from the Open Molecules 2025 dataset: C20H28Cl4NO2PdSi3 as an isolated structure in a non-equilibrium geometry (the ωB97M-V functional and the def2-TZVPD basis).

```
! wB97M-V def2-TZVPD RIJCOSX def2/J DEFGRID3
* xyz 1 1
Pd 0.282 0.710 0.135
Cl -2.612 6.567 2.868
Cl 0.396 2.643 5.070
Cl -1.475 5.170 5.323
Cl -2.004 5.543 -0.053
Si -2.229 -0.722 -1.000
Si -0.022 -2.010 1.048
Si 0.824 -1.169 -1.950
O -0.301 3.127 0.066
O 0.741 1.927 2.226
N 2.285 0.657 -0.517
C -1.071 4.518 3.815
C -2.808 -2.091 -2.115
C -1.393 4.796 1.345
C -2.392 0.930 -1.856
C 4.807 -0.017 -1.397
C 2.437 -0.385 -1.382
C 0.049 2.894 2.405
C -3.303 -0.649 0.517
C -0.274 3.445 3.732
C -0.784 -1.232 2.570
C 3.702 -0.736 -1.832
C 0.345 -0.166 -3.436
C 4.627 1.036 -0.516
C -0.554 3.601 1.141
C -0.428 -1.134 -0.575
C 3.348 1.338 -0.092
C -0.713 -3.732 0.886
C -1.640 5.211 2.594
C 1.172 -2.926 -2.456
C 1.817 -2.109 1.332
H -1.745 1.724 -1.472
H -0.304 -4.253 0.016
H 3.158 2.144 0.606
H -0.773 -0.140 2.604
H -0.580 -0.519 -3.898
H -4.327 -0.434 0.197
H 3.822 -1.569 -2.513
H 0.233 -3.430 -2.702
H -3.003 0.141 1.211
H -3.320 -1.591 1.069
H 5.465 1.615 -0.153
H -3.867 -1.971 -2.361
H -0.477 -4.320 1.778
H 2.000 -2.780 2.177
H 1.649 -3.485 -1.646
H 2.361 -2.508 0.472
H -3.425 1.266 -1.725
H -2.682 -3.066 -1.635
H 0.226 0.891 -3.192
H -2.244 -2.098 -3.051
H -0.190 -1.576 3.422
H -2.197 0.844 -2.925
H 5.801 -0.277 -1.739
H -1.813 -1.562 2.714
H 1.143 -0.254 -4.178
H -1.802 -3.705 0.783
H 1.815 -2.984 -3.338
H 2.247 -1.139 1.585
*
```

ΔE to the lowest compared entry with this formula, charge and spin: 33.6 kJ/mol
E_HOMO (alpha / beta): -11.51 / -11.84 eV
LUMO level (alpha / beta): -5.3 / -5.3 eV

3.
Entry from the Open Molecules 2025 dataset: C20H28ClGdN3O4 as an isolated structure in a non-equilibrium geometry (the ωB97M-V functional and the def2-TZVPD basis).

```
! wB97M-V def2-TZVPD RIJCOSX def2/J DEFGRID3
* xyz -1 8
Gd -0.938 0.659 0.277
Cl -2.078 2.584 1.497
O -2.650 -1.328 -1.669
O -0.797 -2.677 3.061
O -0.531 -1.403 -1.202
O 0.698 2.258 -3.414
N -0.988 -0.701 2.087
N -0.163 1.967 -1.400
N -1.523 -1.877 -1.820
C 1.691 0.096 0.464
C -2.641 1.917 -2.037
C -3.461 -0.810 1.442
C 2.942 -2.088 0.632
C -2.275 -2.509 2.867
C -2.392 -1.026 2.499
C 1.933 -1.160 1.087
C -1.405 4.014 -1.693
C 0.882 1.936 -2.139
C 3.678 -1.870 -0.542
C 4.271 -0.403 -2.450
C 3.371 -0.695 -1.244
C 1.278 -1.493 2.428
C -0.206 -1.610 2.538
C 2.361 0.232 -0.786
C -0.770 2.483 -3.614
C -2.708 -0.148 3.685
C 2.212 1.511 -1.613
C -1.285 2.588 -2.174
C 3.375 -3.302 1.459
H -3.395 2.371 -2.697
H -4.456 -1.128 1.788
H 2.906 1.592 -2.440
H 1.525 -0.614 3.039
H -2.645 0.896 3.359
H 2.539 -3.998 1.677
H -2.539 -3.160 2.020
H -3.573 0.251 1.169
H 5.008 -1.214 -2.651
H -1.144 1.577 -4.115
H -3.051 2.002 -1.019
H -3.703 -0.329 4.116
H 4.530 -2.545 -0.847
H -2.168 4.598 -2.229
H -1.932 -0.291 4.449
H -0.922 3.356 -4.283
H -3.260 -1.358 0.518
H 3.786 -2.994 2.445
H -2.808 -2.863 3.775
H 3.699 -0.248 -3.389
H 4.867 0.521 -2.295
H -0.425 4.501 -1.781
H 1.203 1.049 1.071
H 2.478 2.294 -0.889
H -1.657 3.992 -0.627
H 4.175 -3.901 0.967
H -2.612 0.852 -2.283
H 1.694 -2.356 2.930
*
```

<S²>: 16.24
E_HOMO (alpha / beta): -0.82 / -2.23 eV
LUMO level (alpha / beta): 2.8 / 2.7 eV

4.
Entry from the Open Molecules 2025 dataset: a single C20H28F2N4O molecule (the ωB97M-V functional and the def2-TZVPD basis).

```
! wB97M-V def2-TZVPD RIJCOSX def2/J DEFGRID3
* xyz 0 1
F -2.340 1.992 -1.971
F -3.534 2.644 0.425
O 6.226 -0.674 -1.207
N -1.750 -1.277 1.782
N 1.395 -1.363 0.879
N 2.702 1.121 0.276
N -2.982 -1.015 1.344
C 2.536 0.088 -0.733
C -2.199 2.564 0.327
C 5.055 0.097 -1.073
C -1.845 -2.161 -0.206
C -1.020 -1.981 0.883
C -4.141 -1.980 -2.086
C 3.812 -0.761 -0.834
C 2.585 0.608 1.623
C -1.594 2.247 -0.882
C -3.066 -1.546 0.134
C 1.358 -0.282 1.846
C 1.325 -0.821 -0.466
C -0.216 2.207 -0.987
C -0.037 2.797 1.324
C 0.581 2.479 0.119
C -4.342 -1.502 -0.650
C -4.943 -0.097 -0.628
C -1.415 2.837 1.434
C 2.090 2.408 0.016
C 0.396 -2.397 1.119
H -1.898 3.087 2.365
H -1.475 -0.984 2.705
H -1.598 -2.673 -1.113
H 2.570 1.447 2.322
H 0.567 3.024 2.189
H -5.047 -2.180 -0.150
H 3.930 -1.342 0.082
H 6.332 -1.212 -0.415
H 1.403 -0.710 2.851
H -5.941 -0.106 -1.061
H 0.222 1.973 -1.945
H 4.959 0.644 -2.014
H 0.392 -0.253 -0.619
H 2.389 0.588 -1.696
H 0.629 -3.232 0.453
H 3.702 -1.463 -1.663
H 2.525 3.115 0.729
H 2.397 2.712 -0.988
H 0.520 -2.736 2.153
H -5.003 0.267 0.393
H 0.437 0.319 1.757
H -4.328 0.585 -1.207
H -3.796 -3.011 -2.111
H 3.478 0.011 1.831
H 5.158 0.826 -0.258
H 1.336 -1.653 -1.173
H -5.082 -1.921 -2.628
H -3.413 -1.352 -2.595
*
```

ΔE to the lowest compared entry with this formula, charge and spin: 14.3 kJ/mol
SMILES: CC(C)c1cc(CN2CCN(Cc3ccc(F)c(F)c3)[C@@H](CCO)C2)[nH]n1
E_HOMO: -8.23 eV
LUMO level: 0.6 eV